Here is 9 unconnected molecules or ions with the total composition C33H31F7N2O25 at a distorted geometry from the Open Molecules 2025 dataset. Energies are from ωB97M-V with the def2-TZVPD basis set.

Each atom is followed by the atoms it is bonded to, with distances in Å.
CARTESIAN COORDINATES (ANGSTROEM)
1 C 37.35806 5.43826 -27.63216  C2 1.384, C6 1.396, H10 1.080
2 C 36.16186 5.70563 -26.98888  C1 1.384, C3 1.408, H11 1.080
3 C 36.10585 5.35754 -25.62610  C2 1.408, C4 1.403, H12 1.080
4 C 37.17123 4.73583 -24.95830  C3 1.403, C5 1.396, N7 1.477
5 C 38.27117 4.34504 -25.72464  C4 1.396, C6 1.310, H13 1.080
6 C 38.33475 4.67542 -26.99041  C1 1.396, C5 1.310, H14 1.080
7 N 37.01357 4.38594 -23.53212  C4 1.477, O8 1.216, O9 1.192
8 O 36.41224 5.15659 -22.80838  N7 1.216
9 O 37.44596 3.34356 -23.14783  N7 1.192
10 H 37.37568 5.85074 -28.63013  C1 1.080
11 H 35.42581 6.29677 -27.51347  C2 1.080
12 H 35.16493 5.40401 -25.09798  C3 1.080
13 H 39.09859 3.72552 -25.41163  C5 1.080
14 H 39.19265 4.35241 -27.56143  C6 1.080
15 C 32.55630 -1.99899 -24.05416  C16 1.412, C20 1.388, H24 1.080
16 C 32.49361 -2.65745 -22.80621  C15 1.412, C17 1.426, H25 1.080
17 C 33.71845 -3.05075 -22.19039  C16 1.426, C18 1.346, H26 1.080
18 C 34.88731 -2.94652 -22.84993  C17 1.346, C19 1.388, N21 1.447
19 C 34.92978 -2.43103 -24.13774  C18 1.388, C20 1.401, H27 1.080
20 C 33.76456 -1.93086 -24.73371  C15 1.388, C19 1.401, H28 1.080
21 N 36.04691 -3.44795 -22.14441  C18 1.447, O22 1.201, O23 1.206
22 O 36.17944 -3.34975 -20.95514  N21 1.201
23 O 36.86609 -3.97493 -22.85533  N21 1.206
24 H 31.66114 -1.47853 -24.36106  C15 1.080
25 H 31.59027 -2.94490 -22.28876  C16 1.080
26 H 33.55730 -3.58454 -21.26545  C17 1.080
27 H 35.90527 -2.42628 -24.60122  C19 1.080
28 H 33.72584 -1.37451 -25.65856  C20 1.080
29 C 38.25989 4.52394 -20.15834  C30 1.544, O34 1.389, H36 1.090, H37 1.090
30 C 38.18129 3.69362 -18.85890  C29 1.544, O31 1.425, F35 1.302, H38 1.090
31 O 39.37144 2.91646 -18.96023  C30 1.425, C32 1.371
32 C 39.87000 2.98855 -20.23530  O31 1.371, O33 1.196, O34 1.350
33 O 40.73999 2.35761 -20.76001  C32 1.196
34 O 39.20727 3.90936 -20.96767  C29 1.389, C32 1.350
35 F 37.06419 3.04300 -19.01274  C30 1.302
36 H 38.76290 5.46390 -19.93126  C29 1.090
37 H 37.33601 4.69617 -20.71048  C29 1.090
38 H 38.04618 4.08866 -17.85202  C30 1.090
39 C 38.42528 -0.50972 -20.44595  C40 1.482, O44 1.400, H46 1.090, H47 1.090
40 C 39.60857 -1.10167 -21.11421  C39 1.482, O41 1.393, F45 1.328, H48 1.090
41 O 39.69842 -0.42096 -22.32663  C40 1.393, C42 1.309
42 C 38.56863 0.16545 -22.63370  O41 1.309, O43 1.271, O44 1.384
43 O 38.44459 0.71390 -23.77338  C42 1.271
44 O 37.73711 0.03938 -21.53399  C39 1.400, C42 1.384
45 F 39.30317 -2.32487 -21.53229  C40 1.328
46 H 38.54692 0.29063 -19.71605  C39 1.090
47 H 37.81848 -1.24287 -19.91457  C39 1.090
48 H 40.59835 -1.17801 -20.66410  C40 1.090
49 C 35.03534 1.41082 -23.50930  C50 1.544, O54 1.354, H56 1.090, H57 1.090
50 C 35.00568 1.91176 -22.04883  C49 1.544, O51 1.450, F55 1.278, H58 1.090
51 O 33.65456 1.50194 -21.72050  C50 1.450, C52 1.400
52 C 32.90643 1.67432 -22.89092  O51 1.400, O53 1.231, O54 1.308
53 O 31.68900 1.83221 -22.98334  C52 1.231
54 O 33.74388 1.55707 -23.88896  C49 1.354, C52 1.308
55 F 35.06660 3.18335 -21.93531  C50 1.278
56 H 35.22780 0.33808 -23.49284  C49 1.090
57 H 35.85721 1.87129 -24.05759  C49 1.090
58 H 35.67210 1.45725 -21.31574  C50 1.090
59 C 33.70742 0.73379 -28.67218  C60 1.520, O64 1.377, H66 1.090, H67 1.090
60 C 32.90843 0.99972 -27.40679  C59 1.520, O61 1.451, F65 1.325, H68 1.090
61 O 32.57205 2.40889 -27.49016  C60 1.451, C62 1.338
62 C 32.95145 2.88915 -28.67967  O61 1.338, O63 1.265, O64 1.405
63 O 33.08345 4.09385 -29.04126  C62 1.265
64 O 33.60917 1.88926 -29.41500  C59 1.377, C62 1.405
65 F 33.71415 0.78947 -26.37564  C60 1.325
66 H 33.21126 -0.05245 -29.24116  C59 1.090
67 H 34.74068 0.41382 -28.53768  C59 1.090
68 H 32.02748 0.37211 -27.27215  C60 1.090
69 C 28.33022 3.47302 -23.94113  C70 1.518, O74 1.419, H76 1.090, H77 1.090
70 C 27.27972 3.56036 -22.84914  C69 1.518, O71 1.437, F75 1.333, H78 1.090
71 O 26.16975 3.93920 -23.68016  C70 1.437, C72 1.335
72 C 26.48680 3.94391 -24.97705  O71 1.335, O73 1.221, O74 1.329
73 O 25.67295 4.24146 -25.83759  C72 1.221
74 O 27.71934 3.50972 -25.22129  C69 1.419, C72 1.329
75 F 27.57295 4.53163 -21.98385  C70 1.333
76 H 29.14734 2.75400 -23.99990  C69 1.090
77 H 28.94433 4.37277 -23.90343  C69 1.090
78 H 27.24246 2.55159 -22.43796  C70 1.090
79 C 36.50017 -2.41647 -17.75420  C80 1.536, O84 1.452, H86 1.090, H87 1.090
80 C 35.17984 -3.19168 -17.88033  C79 1.536, O81 1.373, F85 1.309, H88 1.090
81 O 34.27687 -2.47708 -18.62774  C80 1.373, C82 1.396
82 C 34.88124 -1.26465 -18.96478  O81 1.396, O83 1.224, O84 1.340
83 O 34.44028 -0.44565 -19.75984  C82 1.224
84 O 36.07506 -1.16969 -18.36468  C79 1.452, C82 1.340
85 F 34.80692 -3.36573 -16.63783  C80 1.309
86 H 37.25293 -2.91509 -18.36481  C79 1.090
87 H 37.01187 -2.23771 -16.80852  C79 1.090
88 H 35.32423 -4.19964 -18.26925  C80 1.090
89 C 30.34416 5.64923 -20.10378  C90 1.553, O94 1.403, H96 1.090, H97 1.090
90 C 31.33436 5.28626 -21.24359  C89 1.553, O91 1.468, F95 1.383, H98 1.090
91 O 32.35151 6.23275 -20.76899  C90 1.468, C92 1.320
92 C 31.75544 7.31411 -20.30174  O91 1.320, O93 1.199, O94 1.326
93 O 32.25517 8.40346 -20.33195  C92 1.199
94 O 30.55210 7.01067 -19.83407  C89 1.403, C92 1.326
95 F 30.72756 5.69821 -22.41565  C90 1.383
96 H 30.42814 5.01649 -19.22021  C89 1.090
97 H 29.30623 5.56579 -20.42600  C89 1.090
98 H 31.56052 4.22474 -21.34426  C90 1.090

As for the spin multiplicity: 2. As for the max |F|: 5.77 eV/A. For the HOMO-LUMO gap (spin up / spin down), the calculation gives 6.52 / 2.67 eV. Its expectation value of S² is 0.772. The value obtained for the HOMO energy (spin up / spin down) is -11.966 / -11.966 eV. The charge is +1.